# 1
Below is one molecule with the formula C22H21ClFN3O4 in a non-equilibrium geometry, with properties calculated with ωB97M-V with the def2-TZVPD basis set.

Geometry as ORCA input:
```
! wB97M-V def2-TZVPD RIJCOSX def2/J DEFGRID3
* xyz 0 1
O -0.2948 3.4176 -0.0442
C -0.1295 2.2558 -0.3782
C -1.2623 1.5203 -1.0076
C -2.6179 1.7644 -0.6653
C -3.3162 0.9043 -1.4633
C -4.7597 0.5285 -1.5073
O -5.1521 -0.0605 -0.2703
C -4.3385 -1.0705 0.1860
C -3.5769 -0.8381 1.3279
C -2.7542 -1.8147 1.8563
C -2.6964 -3.0405 1.2187
F -1.8967 -4.0045 1.7127
C -3.4410 -3.3133 0.0864
C -4.2666 -2.3253 -0.4264
Cl -5.2273 -2.6890 -1.8116
O -2.4517 0.2126 -2.2241
N -1.1919 0.6025 -1.9405
N 1.0227 1.5883 -0.1694
C 2.0664 2.2358 0.6039
C 3.3408 2.3748 -0.1806
C 3.3201 2.7537 -1.5190
C 4.5230 2.8694 -2.1958
N 5.6996 2.6396 -1.6374
C 5.7202 2.2845 -0.3649
C 4.5777 2.1338 0.4055
C 1.2353 0.1941 -0.4845
C 0.6475 -0.7432 0.5882
C 0.7814 -2.2206 0.1723
C 1.3618 -2.8927 1.4170
C 2.1239 -1.7351 2.0566
O 1.3190 -0.5943 1.8312
H -2.9835 2.4682 0.0505
H -5.3955 1.4104 -1.6095
H -4.9274 -0.1519 -2.3497
H -3.6503 0.1295 1.7986
H -2.1635 -1.6329 2.7395
H -3.3836 -4.2827 -0.3818
H 2.2375 1.6594 1.5186
H 1.6906 3.2292 0.8725
H 2.3830 2.9536 -2.0152
H 4.5502 3.1600 -3.2378
H 6.7020 2.1064 0.0543
H 4.6467 1.8360 1.4411
H 0.7778 -0.0360 -1.4472
H 2.3138 0.0316 -0.5498
H -0.4001 -0.4624 0.7612
H -0.1747 -2.6421 -0.1273
H 1.4743 -2.3062 -0.6652
H 2.0052 -3.7363 1.1817
H 0.5645 -3.2281 2.0788
H 2.2596 -1.8345 3.1340
H 3.1078 -1.6086 1.5804
*
```

As for the structure (SMILES): O=C(c1cc(COc2ccc(F)cc2Cl)on1)N(Cc1ccncc1)C[C@H]1CCCO1. The calculation puts the HOMO-LUMO gap at 9.9 eV. As for the relative energy (zero: lowest compared OMol25 entry of this formula, charge and spin): 2.0 kcal per mole. The LUMO energy comes out at 0.0221 Eh. The calculation puts the calculated total energy at -51053.49856 eV. The calculation puts the maximum force at 1.06 eV/Å.

***

# 2
Below is C29H28ClN4O6SV as an isolated structure, with properties calculated with ωB97M-V with the def2-TZVPD basis set.

Geometry as ORCA input:
```
! wB97M-V def2-TZVPD RIJCOSX def2/J DEFGRID3
* xyz 0 1
V 0.8624 0.0630 1.6547
O -2.3849 4.4893 1.3865
C -2.0115 4.2395 0.1225
C -2.3904 5.1617 -0.8521
C -2.0522 4.9575 -2.1747
C -1.3298 3.8276 -2.5601
C -0.9376 2.9216 -1.5973
C -1.2575 3.1135 -0.2511
C -0.7848 2.1300 0.7339
O 0.0846 1.2405 0.3556
N -1.2421 2.1466 1.9572
N -0.6761 1.1095 2.6696
C -1.1379 0.8890 3.8468
C -0.7187 -0.2093 4.6777
C -1.1969 -0.3260 5.9898
C -0.8434 -1.3959 6.7781
C -0.0042 -2.3828 6.2569
C 0.4736 -2.2982 4.9666
C 0.1194 -1.2098 4.1670
O 0.5686 -1.1464 2.9233
H -2.0979 3.7359 1.9529
H -2.9562 6.0319 -0.5390
H -2.3571 5.6844 -2.9191
H -1.0789 3.6656 -3.6016
H -0.3725 2.0349 -1.8597
H -1.9090 1.5571 4.2179
H -1.8531 0.4463 6.3786
H -1.2128 -1.4732 7.7929
H 0.2764 -3.2279 6.8734
H 1.1279 -3.0514 4.5458
N -1.2271 -1.1949 0.6968
C -1.4689 -1.9434 -0.1531
N -1.6896 -2.7928 -1.1382
C -0.7081 -2.9020 -2.2298
C -1.3322 -2.4571 -3.5454
C -2.7414 -3.0726 -3.7395
C -3.0828 -4.0970 -2.6553
C -2.9885 -3.4768 -1.2693
H -0.3542 -3.9314 -2.2902
H 0.1470 -2.2843 -1.9650
H -0.6653 -2.7364 -4.3634
H -1.3958 -1.3681 -3.5477
H -2.8181 -3.5440 -4.7192
H -3.4944 -2.2820 -3.7201
H -2.4159 -4.9604 -2.7211
H -4.0941 -4.4773 -2.7956
H -3.0923 -4.2348 -0.4931
H -3.7891 -2.7457 -1.1374
S 2.3254 1.1539 2.4353
C 2.0531 0.1776 -3.0068
C 2.7722 1.0324 -2.0015
C 2.4199 2.3650 -1.8399
C 3.0517 3.1604 -0.9011
Cl 2.5160 4.8022 -0.6905
C 4.0853 2.6626 -0.1306
C 4.4499 1.3331 -0.2903
C 3.7904 0.5232 -1.2001
O 4.2683 -0.7601 -1.3409
C 3.4442 -1.8713 -1.0024
C 2.7174 -1.7042 0.3338
O 3.0727 -2.2653 1.3430
O 1.6625 -0.9096 0.2296
H 1.5179 0.7977 -3.7258
H 1.3244 -0.4609 -2.5030
H 2.7482 -0.4634 -3.5526
H 1.6346 2.7931 -2.4495
H 4.5826 3.2956 0.5932
H 5.2497 0.9001 0.2994
H 4.1164 -2.7159 -0.9274
H 2.7006 -2.0697 -1.7781
*
```

The calculation puts the HOMO-LUMO gap (spin up / spin down) at 7.1 / 7.1 eV. As for the relative energy (zero: lowest compared OMol25 entry of this formula, charge and spin): 2.4 kcal per mole. The LUMO energy (spin up / spin down) comes out at -0.0405 / -0.0405 Eh. The calculation puts the calculated total energy at -97820.22407 eV. The calculation puts the maximum force at 0.50 eV/Å.

***

# 3
Below is one molecule with the formula C5H10N2O2 in a non-equilibrium geometry, with properties calculated with ωB97M-V with the def2-TZVPD basis set.

Geometry as ORCA input:
```
! wB97M-V def2-TZVPD RIJCOSX def2/J DEFGRID3
* xyz 0 1
C 1.5853 -1.5987 -0.6153
C 1.2504 0.9280 -0.4549
N -1.5278 0.4931 0.7685
C -1.7978 0.2219 -0.9015
C -0.6069 -0.6577 0.0854
C 0.7105 -0.4450 -0.1971
N -1.0740 1.7019 1.3618
O -1.1358 -1.8756 0.4379
O -1.6550 1.1697 -1.6042
H -0.4358 -2.4366 0.7992
H -2.1646 -0.0348 1.3566
H -1.1617 2.4154 0.6364
H -1.6990 1.9489 2.1267
H 2.3061 -1.8427 0.1724
H 1.0383 -2.5119 -0.8573
H 0.7627 1.3776 -1.3343
H 1.1161 1.6101 0.3852
H 2.1657 -1.3559 -1.5133
H 2.3233 0.8923 -0.6520
*
```

The calculation puts the HOMO-LUMO gap at 8.1 eV. As for the relative energy (zero: lowest compared OMol25 entry of this formula, charge and spin): 135.3 kcal per mole. The LUMO energy comes out at 0.0266 Eh. The calculation puts the calculated total energy at -12417.60420 eV. The calculation puts the maximum force at 2.16 eV/Å.

***

# 4
Below is a 2-piece molecular cluster, C14H25N3O2 overall in a non-equilibrium geometry, with properties calculated with ωB97M-V with the def2-TZVPD basis set.

Geometry as ORCA input:
```
! wB97M-V def2-TZVPD RIJCOSX def2/J DEFGRID3
* xyz 0 1
C 0.2067 -0.9201 3.1343
C -0.7311 -0.3385 2.0238
C -1.3241 0.9985 2.5642
N -0.2624 2.0115 2.5943
C -0.4921 3.2113 2.0560
N 0.4863 4.2036 2.2373
N -1.5257 3.5740 1.3325
O 0.0908 -0.1308 0.8990
C -0.6130 0.3386 -0.2330
C 0.4224 0.6746 -1.3135
C 1.6847 0.1524 -1.1972
C 2.6781 0.4370 -2.1315
C 2.3500 1.2744 -3.1786
C 1.0729 1.7863 -3.3036
C 0.0865 1.5037 -2.3787
H 0.1400 -0.3201 4.0502
H 1.2416 -0.8068 2.7719
H 0.0480 -1.9887 3.2985
H -1.5239 -1.0860 1.8600
H -1.6547 0.7752 3.5860
H -2.2062 1.2329 1.9625
H 0.6581 1.6358 2.3680
H 1.0633 3.9392 3.0312
H 1.0566 4.2172 1.3901
H -1.7098 4.5637 1.2319
H -2.1448 2.9496 0.8364
H -1.1773 1.2755 -0.0518
H -1.3258 -0.4040 -0.6334
H 1.9684 -0.5062 -0.3811
H 3.6686 0.0162 -1.9752
H 3.1161 1.5296 -3.9101
H 0.8456 2.4499 -4.1378
H -0.9191 1.9167 -2.4556
C -0.9649 -4.2533 -2.4621
C -1.0321 -3.5606 -1.0850
C 0.3920 -3.1024 -0.7023
O -1.4669 -4.4413 -0.1671
H -0.3120 -5.1287 -2.4371
H -1.9575 -4.5746 -2.7847
H -0.5731 -3.5688 -3.2339
H -1.6270 -2.6115 -1.2461
H 1.0877 -3.9416 -0.6304
H 0.3897 -2.5799 0.2597
H 0.7894 -2.4034 -1.4580
*
```

The calculation puts the HOMO-LUMO gap at 3.1 eV. As for the relative energy (zero: lowest compared OMol25 entry of this formula, charge and spin): 91.7 kcal per mole. The LUMO energy comes out at -0.0489 Eh. The calculation puts the calculated total energy at -23484.25822 eV. The calculation puts the maximum force at 1.99 eV/Å.

***

# 5
Below is an isolated ion of composition C4H7N2O3S2 and charge -1 in a non-equilibrium geometry, with properties calculated with ωB97M-V with the def2-TZVPD basis set.

Geometry as ORCA input:
```
! wB97M-V def2-TZVPD RIJCOSX def2/J DEFGRID3
* xyz -1 1
C 0.0460 -1.7531 -1.2555
C -0.0126 -0.6485 -0.2777
N -0.9598 -0.5928 0.5401
C -0.9258 0.5082 1.4751
O -1.6775 1.6197 1.0642
S -2.0601 1.6657 -0.6247
N -0.8538 1.3041 -1.4854
O -3.1686 0.7744 -0.8195
O -2.4588 3.0558 -0.6943
C 0.5267 0.8667 1.7078
S 1.4659 0.3231 0.2424
H -0.9867 -2.1524 -1.6121
H 0.8477 -2.4621 -0.8081
H 0.5850 -1.2883 -2.0845
H -1.5465 0.1373 2.2912
H -0.3370 2.1379 -1.7572
H 0.7128 1.8502 2.0227
H 1.0248 0.2229 2.5777
*
```

As for the structure (SMILES): CC1=N[C@H](O[S@@](=N)(=O)[O-])CS1. The calculation puts the HOMO-LUMO gap at 7.7 eV. As for the relative energy (zero: lowest compared OMol25 entry of this formula, charge and spin): 40.7 kcal per mole. The LUMO energy comes out at 0.1122 Eh. The calculation puts the calculated total energy at -35054.31758 eV. The calculation puts the maximum force at 4.18 eV/Å.

***

# 6
Below is a 2-piece molecular cluster, C4H7NO2 overall in a non-equilibrium geometry, with properties calculated with ωB97M-V with the def2-TZVPD basis set.

Geometry as ORCA input:
```
! wB97M-V def2-TZVPD RIJCOSX def2/J DEFGRID3
* xyz 0 1
C -2.0270 0.0050 0.0136
C -0.6835 0.0723 -0.5829
N -0.1488 1.2513 -0.8483
O -0.0645 -1.0197 -0.7572
C 1.5213 -0.9986 0.6358
C 2.0117 0.1230 0.0222
O 1.5949 1.2749 0.2757
H -1.9119 0.1546 1.0978
H -2.7674 0.7323 -0.3378
H -2.3922 -1.0173 -0.1185
H -0.7162 2.0398 -0.5222
H 0.8470 -0.8952 1.4595
H 2.0865 -1.9091 0.5149
H 2.6502 0.1867 -0.8526
*
```

The calculation puts the HOMO-LUMO gap at 7.7 eV. As for the relative energy (zero: lowest compared OMol25 entry of this formula, charge and spin): 114.9 kcal per mole. The LUMO energy comes out at -0.0509 Eh. The calculation puts the calculated total energy at -9842.29792 eV. The calculation puts the maximum force at 3.07 eV/Å.